The following is a quantum chemistry calculation of a molecular structure, C5H8N2O in a non-equilibrium geometry, from the Open Molecules 2025 dataset.

As for the largest force on an atom: 15.67 eV/Å. Its HOMO energy is -9.633 eV. The calculated total energy is -379.84368 Ha. As for the energy relative to the best compared isomer or geometry (same formula, charge and spin): 6.653 eV. For the molar mass, the calculation gives 112.1 g/mol.

Geometry as ORCA input:
```
! wB97M-V def2-TZVPD RIJCOSX def2/J DEFGRID3
* xyz 0 1
C -2.073 -0.096 -0.855
C 0.265 0.027 0.132
C 1.289 0.296 1.321
C 0.940 -1.266 -0.512
C 0.665 1.052 -0.862
H -2.207 -1.297 -1.013
H -3.008 0.551 -0.134
H -1.889 0.565 -1.769
H -1.383 0.777 0.993
H 0.826 1.147 1.946
H 1.346 -0.730 1.897
H 2.228 0.418 0.818
H 0.387 -2.228 -0.140
N -1.076 0.025 0.283
N 1.616 2.037 -1.075
O 2.073 -1.278 -1.030
*
```